1.
DFT (wB97M-V/def2-TZVPD) results for a molecular structure, C44H35IN5O7S4Tl.

Structure (XYZ):
```
97
Properties=species:S:1:pos:R:3:forces:R:3:mulliken_charge:R:1
Tl -0.244149 -0.436449 0.839970 0.132 -0.099 0.007 1.595
I 2.244300 -2.178631 3.410436 -0.015 0.017 0.015 0.120
S -2.788104 6.084475 -1.104840 0.000 -0.027 0.013 1.196
S -0.070674 1.231579 2.701949 -0.049 0.008 -0.001 -0.424
S 0.235497 4.120216 2.448348 -0.053 -0.008 0.000 -0.322
S -2.414785 2.015960 -0.937621 -0.066 0.029 0.056 -0.132
O 1.568227 -1.463786 0.174075 -0.029 -0.014 0.038 -0.717
O -1.612286 6.824326 -1.512393 0.009 0.004 0.004 -0.662
O -0.618958 -2.777051 -1.861624 -0.042 -0.019 0.019 -0.656
O -1.493317 -0.943304 -0.891474 -0.082 0.060 0.016 0.162
O -3.737062 6.807183 -0.292233 0.002 0.005 0.002 -0.719
O -1.723153 -6.661063 0.009350 -0.001 0.000 0.005 -0.576
O -1.543545 -1.693587 2.081801 0.064 -0.090 0.015 -1.115
N 0.282574 -4.110498 1.816561 -0.025 0.032 0.044 -0.596
N 1.036116 1.291508 -0.094762 -0.069 0.006 -0.052 -0.535
N -2.378185 4.662022 -0.452743 0.001 0.028 0.027 -0.427
N 0.875948 2.538515 0.467767 -0.008 0.003 0.017 0.019
N -4.621876 -3.123354 0.937727 0.001 0.016 -0.016 -0.649
C -3.503455 4.046990 -2.439834 0.002 0.003 -0.004 0.198
C 2.861600 -1.279309 -3.749092 0.000 0.010 0.000 -0.885
C 2.651918 -3.867975 2.265639 -0.002 0.038 -0.010 -0.027
C 1.602045 -4.540019 1.634895 0.020 0.012 0.001 0.314
C -4.247866 6.052114 -3.576926 0.001 0.000 -0.001 -0.695
C -2.745168 3.630784 -1.200253 0.066 -0.034 -0.086 -0.072
C -2.339789 -2.571280 1.512104 -0.043 0.028 -0.016 0.819
C 3.236227 6.482703 -1.177257 0.003 -0.001 0.003 -0.704
C -3.741692 -2.318748 1.507439 0.010 0.001 0.008 0.740
C 2.437741 -0.128763 -3.125882 0.002 -0.010 -0.010 -0.720
C -0.465909 -4.077313 0.791831 0.014 -0.054 -0.061 -0.045
C 4.258745 5.191368 0.563785 0.002 0.002 0.003 -0.707
C -4.233750 -3.444557 -3.861743 0.000 -0.006 -0.002 -0.702
C -1.525755 -1.976811 -1.656422 0.045 0.092 -0.082 -0.217
C 2.887748 -2.468502 -3.012951 -0.006 -0.007 0.002 -0.676
C 2.000086 -0.100823 -1.789218 -0.007 -0.004 0.010 0.207
C 3.960821 -4.294918 2.112395 0.001 -0.009 -0.006 -0.496
C -5.315397 -2.621098 -3.571157 0.001 -0.003 -0.002 -0.401
C -4.709574 3.859868 -4.485022 0.000 -0.006 -0.001 -0.640
C -2.831233 -4.516685 0.174929 0.003 -0.005 -0.007 1.010
C 0.467968 5.241597 1.060099 -0.007 0.004 -0.003 -0.090
C 2.238208 2.447736 -1.868663 0.013 -0.010 -0.010 -1.106
C 1.903902 -5.681287 0.888787 0.005 -0.026 -0.012 0.020
C 1.965770 -1.327449 -1.062604 0.043 0.015 -0.010 0.485
C -3.009598 -3.215930 -3.252591 -0.002 0.005 -0.002 -0.115
C 1.989528 6.241062 -0.621255 -0.009 0.020 0.003 -0.104
C 1.704731 1.211318 -1.193700 0.021 0.007 0.003 1.255
C -5.162992 -1.567076 -2.681260 -0.001 0.004 -0.004 -1.035
C -4.056368 3.244938 -3.425243 -0.002 0.004 0.003 -0.469
C -2.857629 -2.166847 -2.352780 -0.005 -0.005 0.010 0.475
C 4.379134 5.958036 -0.585954 0.000 -0.002 0.002 -0.369
C -3.604951 5.419241 -2.531352 -0.005 0.005 0.006 -0.045
C 2.459697 -2.484827 -1.711849 0.002 -0.006 0.003 -0.039
C 1.863097 5.473850 0.537023 0.011 -0.015 -0.013 0.054
C -2.398299 -5.628922 -0.728858 0.006 -0.010 -0.003 -0.909
C -3.935865 -1.335926 -2.075045 -0.013 0.008 0.028 -0.034
C 0.407656 2.552675 1.662615 0.118 0.007 0.003 0.240
C -4.166707 -4.192545 0.272910 -0.004 -0.002 -0.012 -0.911
C 3.211260 -6.118136 0.746251 0.002 0.008 -0.005 -0.684
C -4.229661 -1.058004 2.151740 0.002 -0.001 0.009 -1.297
C -4.806161 5.248943 -4.563135 0.004 0.001 -0.003 -0.357
C 4.246392 -5.421258 1.351537 -0.002 0.007 0.001 -0.539
C 3.009073 4.952352 1.121628 -0.011 -0.005 -0.004 -0.168
C -1.895616 -3.725934 0.859164 -0.004 0.003 0.034 -0.194
H -1.240405 -7.198952 -0.624582 0.002 0.002 -0.002 0.354
H 4.758842 -3.741440 2.589229 0.000 0.002 -0.003 0.398
H -4.348517 -4.265901 -4.560040 0.000 0.001 -0.001 0.383
H 2.444113 -3.400952 -1.134326 0.004 -0.019 0.012 0.304
H -0.179049 4.884432 0.260911 -0.027 0.001 -0.019 -0.343
H -4.911311 -4.799536 -0.234296 0.001 -0.002 0.000 0.335
H 1.082871 -6.226607 0.439457 -0.001 0.004 0.007 0.395
H 0.033400 6.185063 1.400102 0.011 0.002 0.007 0.616
H -5.320366 5.704280 -5.401188 0.001 0.000 -0.001 0.349
H 5.353454 6.135632 -1.025464 0.000 -0.001 0.000 0.360
H 3.229429 -3.387942 -3.476160 0.002 -0.001 0.003 0.393
H -2.149905 -3.842165 -3.455470 0.000 0.006 -0.010 0.358
H -1.728551 -5.216813 -1.492933 0.001 -0.015 0.014 0.414
H 2.188487 3.301303 -1.202306 0.001 0.005 0.011 -0.357
H 2.436093 0.793409 -3.691732 -0.003 0.001 0.002 0.381
H -5.315341 -1.013839 2.086446 0.001 0.001 0.000 0.400
H 1.625727 2.666280 -2.747323 -0.008 0.008 0.005 0.387
H -4.312544 7.131808 -3.622014 0.000 0.000 -0.001 0.403
H -6.003860 -0.924891 -2.449412 0.001 0.001 -0.001 0.427
H 3.314708 7.073319 -2.082441 -0.003 -0.001 0.000 0.380
H 5.140774 4.762480 1.024549 -0.001 -0.002 0.000 0.363
H 3.172630 -1.258232 -4.785912 -0.001 0.000 0.000 0.348
H -3.796258 -0.186583 1.652197 -0.010 -0.003 -0.005 0.150
H 3.263680 2.290011 -2.200855 -0.005 -0.001 -0.003 0.475
H -0.075947 -4.309065 -0.204613 -0.012 0.008 0.036 0.259
H -3.279690 -6.040456 -1.231705 0.002 0.004 -0.006 0.413
H -6.276639 -2.802708 -4.038398 0.000 -0.001 -0.001 0.391
H -5.150468 3.251734 -5.265784 0.001 0.000 0.000 0.395
H 1.091631 6.631387 -1.089523 -0.007 -0.006 -0.009 0.530
H -3.799731 -0.513382 -1.385157 0.000 -0.008 -0.003 0.444
H -3.910778 -1.000002 3.194269 0.006 0.002 -0.004 0.342
H -3.963195 2.168997 -3.346167 0.002 -0.001 -0.001 0.526
H 5.272177 -5.749505 1.239160 0.000 -0.001 0.001 0.354
H 2.913358 4.332562 2.004592 0.001 -0.002 0.001 0.369
H 3.420104 -7.005556 0.160697 0.002 0.001 -0.001 0.375
```
Positions in Å, forces in eV/Å.

Lowest unoccupied orbital energy in eV: 3.775
Frontier orbital gap in eV: 6.86
E_tot in Eh: -4561.23126
Charge: -2

2.
DFT (wB97M-V/def2-TZVPD) results for 11 unconnected molecules or ions with the total composition C23H68O11 in a non-equilibrium geometry.

Structure (XYZ):
```
102
Properties=species:S:1:pos:R:3:forces:R:3:mulliken_charge:R:1
O -2.791163 -4.005228 1.827347 -1.144 -0.333 0.357 -0.571
O 2.311908 2.408471 3.797476 1.079 -0.956 0.807 -0.529
O -2.536002 2.138113 2.099708 0.175 -0.343 1.536 -0.722
O -0.480729 -0.264536 -3.229945 -0.495 0.338 -0.802 -0.367
O 3.120701 -2.939196 -4.373986 -0.613 0.267 -0.711 -0.595
O 0.764181 -0.235751 -0.532717 -1.235 0.259 0.005 1.733
O 3.586079 -0.071165 -0.315426 0.205 -0.404 0.360 -0.401
O -0.320192 1.232821 3.553352 1.136 0.621 -1.380 -0.171
O 3.080130 0.630417 -4.447539 0.521 -0.263 -0.485 -0.562
O -1.386226 3.678100 -1.507727 -0.286 -0.380 0.610 -0.441
O -3.327256 1.614636 -0.584020 0.644 0.036 1.121 -0.050
C -2.082018 3.474952 2.239017 0.151 -0.353 -0.653 -0.666
C 3.533472 -0.338806 2.056719 0.330 -0.878 0.130 -0.652
C -5.284891 0.563081 -1.182771 -1.387 -0.201 1.323 -1.369
C -0.500702 -3.524548 1.961095 0.657 0.776 -0.371 -1.201
C 0.834155 -0.698007 4.488843 -0.344 0.439 -0.512 -0.981
C -0.349817 0.318154 4.598331 1.182 -0.434 1.191 0.631
C -1.788568 -3.333477 1.119669 0.806 0.504 0.592 0.545
C 3.602964 -4.504241 -2.724813 -0.926 -0.597 0.202 -1.635
C -0.780823 3.300068 -2.734039 -0.091 0.794 -0.360 -0.488
C 0.305918 1.018962 0.009884 0.661 -0.241 -0.046 0.224
C 3.190585 -3.043205 -2.977203 1.245 -1.148 0.540 0.903
C -2.141323 -1.829890 0.976589 0.824 -1.031 0.244 -0.554
C -4.674917 1.941928 -0.912867 0.862 -0.894 -1.954 0.891
C -1.865905 -0.533837 -2.952192 0.189 -1.729 0.632 2.155
C -2.773090 0.120666 -3.980789 0.296 0.130 -0.477 -1.652
C -5.346320 2.857056 0.091055 -0.179 -0.318 0.556 -1.514
C 3.923358 -0.994323 0.752303 0.595 0.249 -0.620 0.452
C -0.260797 1.155023 5.879135 -0.962 -0.590 0.437 -1.542
C 1.899802 -2.669846 -2.287097 -0.256 -0.036 0.152 -0.429
C 2.844095 1.499163 -3.358155 -0.752 -0.486 -0.346 0.054
C 5.436838 -1.311412 0.578482 -0.726 -0.459 0.040 -1.575
C 2.673403 3.100803 2.639012 -0.840 0.996 0.387 -0.480
C -2.008553 -2.113076 -2.866963 -0.620 1.292 0.129 -1.235
H -0.595716 -3.194184 2.995468 -0.600 0.280 -0.009 0.508
H 4.189190 0.519640 2.202337 -0.271 0.183 0.318 0.241
H 2.815176 -5.178676 -3.060434 -0.362 0.137 -0.292 0.387
H 3.680634 -4.778984 -1.672868 0.441 0.393 0.179 0.346
H 1.971978 -2.682371 -1.199559 0.167 -0.297 0.051 -0.021
H 3.675508 -1.060755 2.860904 0.254 0.119 0.242 0.472
H -1.057649 4.059994 -3.464786 0.036 -0.239 -0.456 0.382
H 6.089345 -0.438714 0.605336 -0.261 0.348 0.279 0.367
H -1.793109 3.698565 3.265971 -0.411 -0.282 0.106 0.278
H -1.383124 -2.533324 -2.079360 0.476 0.158 -0.243 -0.034
H -0.109644 -4.536098 2.070453 -0.351 -0.351 -0.513 0.513
H -1.312599 -0.186537 4.518038 0.010 -0.359 0.507 0.560
H -2.306161 -1.471915 1.992838 -0.202 0.288 -0.083 0.457
H 4.239683 0.606054 -0.126277 -0.177 0.712 -0.596 0.324
H 0.680859 -1.353826 3.631816 -0.139 -0.184 0.072 -0.013
H -1.167830 2.328154 -3.040181 0.265 0.044 0.098 0.114
H 3.807692 1.850245 -2.988947 -0.201 -0.053 0.100 0.313
H 1.712805 -0.323749 -0.414515 0.473 0.445 0.015 -0.835
H 1.400679 2.112769 3.735630 -0.463 -0.038 -0.278 0.332
H 2.458081 -2.270600 -4.562440 0.070 0.130 -0.300 0.331
H 0.306662 3.306664 -2.660458 0.046 -0.321 0.050 0.176
H -0.986013 1.959719 5.758146 0.058 0.138 0.198 0.351
H -2.701468 2.164681 -1.060943 0.088 0.578 -0.028 -0.248
H -5.535435 0.190185 -0.189650 -0.388 -0.326 0.099 0.418
H 3.316501 -1.879137 0.560171 0.122 -0.156 0.048 0.187
H -4.618449 2.408588 -1.896303 -0.190 0.608 -0.020 0.238
H -1.165602 1.306094 3.104453 -0.490 0.038 -0.371 0.134
H -2.842596 1.944635 1.210790 -0.068 0.084 -0.718 0.231
H -3.751146 -0.327771 -4.155199 0.091 -0.407 0.464 0.369
H 2.131784 4.039559 2.755144 -0.046 0.450 -0.994 0.344
H -2.981791 1.163972 -3.744049 0.200 0.107 0.021 0.280
H 1.034048 -1.291989 5.380662 -0.509 -0.017 0.106 0.490
H -2.272146 0.081933 -4.948084 0.107 0.114 -0.092 0.453
H -1.355962 4.633298 -1.416703 0.019 -0.044 0.029 0.270
H 4.042051 -2.445656 -2.651566 -0.110 0.513 0.326 0.031
H 3.725311 3.386194 2.627143 0.120 -0.504 0.175 0.279
H 0.694477 1.865443 -0.556330 0.019 0.035 -0.230 0.296
H -1.804681 -2.546757 -3.845975 0.227 -0.056 0.093 0.395
H 5.587192 -1.735991 -0.414104 -0.087 -0.173 0.021 0.362
H 2.472864 -0.090443 2.095814 0.125 0.325 -0.244 -0.177
H 1.524301 -1.669616 -2.503021 0.378 0.035 -0.385 -0.202
H -4.682298 -0.244771 -1.597923 0.675 0.742 -0.262 0.187
H 2.394132 2.570388 1.728642 0.087 0.072 -0.186 0.043
H 4.472191 -4.848783 -3.285006 0.240 0.524 0.161 0.384
H 0.643341 1.145243 1.038625 -0.137 -0.117 0.156 -0.548
H -0.040345 -0.506094 -2.411827 0.448 0.159 0.427 -0.239
H -0.588718 0.551532 6.725504 0.018 -0.026 0.192 0.419
H -2.870135 4.145702 1.896887 0.228 0.359 0.044 0.308
H -2.976970 -1.593421 0.317886 -0.111 -0.276 0.168 0.148
H -3.005993 -2.430746 -2.563151 -0.328 0.238 -0.177 0.394
H -1.705298 -3.813815 0.144760 0.370 0.142 -0.298 0.116
H -4.777657 3.758842 0.317998 0.099 0.166 -0.649 0.293
H 1.125642 -3.372557 -2.595268 -0.123 -0.079 0.067 0.422
H -6.198866 0.580169 -1.776445 -0.147 0.276 0.117 0.330
H 5.806629 -2.019533 1.320047 -0.075 -0.019 0.047 0.400
H -2.019924 -0.089371 -1.968921 -0.579 -0.206 0.161 -0.774
H -5.441181 2.421459 1.085717 -0.054 -0.581 -0.050 0.298
H -2.363822 -4.793640 2.169948 -0.333 -0.197 0.121 0.348
H 0.323198 -2.929029 1.567871 0.113 0.027 -0.251 -0.110
H -0.782963 1.064220 -0.009434 0.066 -0.291 -0.062 -0.364
H 2.264590 0.933994 -2.628190 0.272 0.313 0.629 -0.246
H 2.265254 0.160554 -4.639392 -0.116 0.092 -0.010 0.282
H -1.161573 3.572967 1.663460 0.002 0.468 -0.302 0.178
H 2.214178 2.321283 -3.697910 0.149 0.424 0.152 0.231
H 1.781846 -0.200597 4.282539 -0.142 0.486 0.085 0.198
H -6.355505 3.115499 -0.229649 0.063 0.124 -0.111 0.416
H -1.248377 -1.352462 0.573086 -0.022 0.225 -0.024 -0.323
H 0.704628 1.581803 6.151019 0.172 -0.132 -0.523 0.304
```
Positions in Å, forces in eV/Å.

Lowest unoccupied orbital energy in eV: 0.267
Structure (SMILES): CC(C)O.CC(C)O.CC(C)O.CC(C)O.CC(C)O.CC(C)O.CO.CO.CO.CO.CO
Frontier orbital gap in eV: 10.08
E_tot in Eh: -1744.62439
Charge: 0

3.
DFT (wB97M-V/def2-TZVPD) results for a molecular structure, C8H19BF2GeMoN2O2S2.

Structure (XYZ):
```
38
Properties=species:S:1:pos:R:3:forces:R:3:mulliken_charge:R:1
Mo 0.741390 0.434300 -0.555927 0.114 -0.293 0.160 0.630
Ge 0.303573 -0.892759 2.399072 -0.145 0.082 -0.007 0.667
S -2.514079 -2.631425 -2.198179 0.043 0.026 -0.042 -0.055
S 0.204867 -1.225654 -1.712560 -0.069 -0.122 -0.115 0.088
F 4.078475 -0.975883 1.312027 0.023 -0.057 -0.043 -0.175
F 2.611959 -2.517953 0.487168 0.050 0.017 0.020 -0.205
O -0.395845 -2.638676 -3.847408 0.030 -0.020 -0.105 -0.263
O 0.537678 2.337692 -0.790226 -0.233 0.273 0.126 -0.750
N 1.063103 4.186132 -1.960916 -0.001 -0.051 -0.017 -0.355
N -0.959254 4.033123 -0.858018 -0.117 0.020 0.024 -0.175
C 1.739869 -0.209881 0.957429 0.252 0.098 -0.064 -0.623
C -0.866018 0.634227 2.711566 0.030 -0.043 0.017 -1.158
C 1.523357 -1.261678 3.857581 0.061 0.022 -0.015 -1.122
C -1.947461 3.361875 -0.010994 0.045 -0.022 -0.036 -0.727
C -1.114290 -2.369342 -2.842124 -0.026 -0.002 0.132 0.586
C 0.200946 3.521283 -1.204618 0.165 0.118 -0.184 0.579
C -0.977977 -3.534639 -4.877219 -0.007 0.027 0.023 -0.720
C -0.599766 -2.457716 1.702639 0.044 0.007 -0.007 -1.048
B 2.873867 -1.294870 0.904382 -0.139 -0.056 0.018 0.201
H 2.122048 -0.386462 4.105538 0.001 -0.008 0.014 0.391
H -1.873180 -3.058567 -5.266382 -0.005 -0.013 -0.014 0.380
H -1.177226 4.963327 -1.182392 0.010 0.001 0.006 0.234
H -0.291814 1.539225 2.914252 -0.010 -0.003 -0.010 0.391
H -2.286316 2.435943 -0.472963 0.012 -0.003 0.003 0.240
H 0.936288 -1.540596 4.733757 -0.008 -0.003 -0.004 0.407
H -0.200669 -3.619658 -5.625450 0.001 0.000 -0.002 0.253
H 0.105651 -3.140062 1.230320 0.005 0.010 -0.001 0.373
H -1.197900 -4.487755 -4.405106 -0.003 -0.005 0.000 0.370
H 1.949064 3.769326 -2.196641 -0.002 -0.015 0.019 0.238
H 2.141158 0.751698 1.337533 -0.111 0.029 0.039 0.703
H -1.530852 0.791165 1.861698 -0.005 0.017 -0.008 0.278
H -1.530862 3.164003 0.973545 -0.007 -0.017 0.033 0.238
H -2.797925 4.027752 0.093327 0.001 0.001 0.010 0.372
H 2.185234 -2.092909 3.614326 0.003 -0.009 0.018 0.409
H 0.867533 5.109793 -2.312709 0.008 0.011 0.014 0.204
H -1.377521 -2.183321 0.991693 -0.004 0.003 0.006 0.256
H -1.488322 0.433554 3.585135 0.018 -0.008 0.007 0.459
H -1.058785 -2.974610 2.546844 -0.021 -0.009 -0.015 0.428
```
Positions in Å, forces in eV/Å.

Lowest unoccupied orbital energy (spin up / spin down) in eV: -8.063 / -8.044
Frontier orbital gap (spin up / spin down) in eV: 7.17 / 7.01
E_tot in Eh: -3741.76900
Charge: +2

Question: Which value of charge does entry 2 give?
Answer: 0

Question: The lowest E_tot belongs to which entry?
Answer: C44H35IN5O7S4Tl

Question: Which value of charge does entry 1 give?
Answer: -2